# C24H64B2ClF5N22O17

A 11-piece molecular cluster, C24H64B2ClF5N22O17 overall at a distorted geometry (wB97M-V/def2-TZVPD, the OMol25 dataset).

Bonds (Å) are listed after each position.
Element x y z (Å)
1 C 1.531 0.620 -1.743  C2 1.535, H32 1.085, H33 1.087, H34 1.090
2 C 1.725 0.164 -0.290  C1 1.535, C3 1.532, H35 1.087, H36 1.088
3 C 2.240 -1.278 -0.245  C2 1.532, O4 1.421, H37 1.092, H38 1.090
4 O 1.551 -2.079 0.704  C3 1.421, C5 1.442
5 C 2.021 -3.413 0.984  O4 1.442, C6 1.525, C13 1.599, C25 1.583
6 C 3.241 -3.931 0.230  C5 1.525, F7 1.315, F8 1.351, C9 1.575
7 F 3.520 -5.176 0.551  C6 1.315
8 F 4.330 -3.245 0.643  C6 1.351
9 C 3.320 -3.907 -1.343  C6 1.575, F10 1.312, F11 1.317, F12 1.314
10 F 3.991 -4.953 -1.762  C9 1.312
11 F 4.015 -2.875 -1.772  C9 1.317
12 F 2.166 -3.912 -1.971  C9 1.314
13 C 2.203 -3.312 2.569  C5 1.599, C14 1.558, C18 1.564, C22 1.548
14 C 3.015 -4.489 3.188  C13 1.558, B15 1.590, H39 1.092, H40 1.087
15 B 2.812 -4.776 4.739  C14 1.590, O16 1.354, O17 1.381
16 O 1.837 -5.602 5.188  B15 1.354, H41 0.967
17 O 3.630 -4.208 5.696  B15 1.381, H42 0.964
18 C 2.999 -2.032 2.987  C13 1.564, C19 1.528, H43 1.086, H44 1.083
19 C 2.301 -0.929 3.782  C18 1.528, C20 1.524, Cl21 1.829, H45 1.087
20 C 1.162 -0.176 3.104  C19 1.524, H46 1.084, H47 1.087, H48 1.084
21 Cl 1.891 -1.388 5.503  C19 1.829
22 C 0.720 -3.352 3.010  C13 1.548, O23 1.192, N24 1.407
23 O 0.201 -3.417 4.081  C22 1.192
24 N -0.094 -3.332 1.862  C22 1.407, C25 1.500, H49 1.009
25 C 0.663 -4.225 0.925  C5 1.583, N24 1.500, C26 1.540, B29 1.611
26 C -0.179 -4.196 -0.365  C25 1.540, O27 1.432, H50 1.087, H51 1.085
27 O -0.091 -5.498 -0.954  C26 1.432, O28 1.401
28 O -0.104 -5.383 -2.350  O27 1.401, H52 0.966
29 B 0.512 -5.733 1.470  C25 1.611, N30 1.470, O31 1.395
30 N 1.443 -6.857 1.289  B29 1.470, H53 1.016, H54 1.013
31 O -0.676 -6.024 2.141  B29 1.395, H55 0.970
32 H 1.075 1.604 -1.709  C1 1.085
33 H 0.859 -0.093 -2.214  C1 1.087
34 H 2.483 0.673 -2.272  C1 1.090
35 H 0.791 0.271 0.255  C2 1.087
36 H 2.457 0.808 0.192  C2 1.088
37 H 2.085 -1.661 -1.256  C3 1.092
38 H 3.322 -1.226 -0.124  C3 1.090
39 H 2.780 -5.435 2.698  C14 1.092
40 H 4.078 -4.357 3.003  C14 1.087
41 H 1.931 -5.674 6.147  O16 0.967
42 H 4.411 -3.889 5.230  O17 0.964
43 H 3.391 -1.544 2.099  C18 1.086
44 H 3.891 -2.281 3.547  C18 1.083
45 H 3.072 -0.178 3.934  C19 1.087
46 H 1.601 0.597 2.483  C20 1.084
47 H 0.623 0.359 3.882  C20 1.087
48 H 0.434 -0.796 2.595  C20 1.084
49 H -1.058 -3.581 2.027  N24 1.009
50 H -1.227 -4.073 -0.102  C26 1.087
51 H 0.060 -3.404 -1.068  C26 1.085
52 H 0.688 -5.873 -2.607  O28 0.966
53 H 1.691 -7.199 2.213  N30 1.016
54 H 0.984 -7.605 0.783  N30 1.013
55 H -0.730 -5.558 2.991  O31 0.970
56 N 0.474 5.581 -2.000  C57 1.372, H60 1.001, H61 1.003
57 C -0.455 4.574 -1.919  N56 1.372, N58 1.362, O59 1.218
58 N -1.686 4.883 -2.413  C57 1.362, H62 1.002, H63 1.000
59 O -0.191 3.486 -1.438  C57 1.218
60 H 0.278 6.482 -2.391  N56 1.001
61 H 1.392 5.388 -1.644  N56 1.003
62 H -2.394 4.175 -2.372  N58 1.002
63 H -1.917 5.771 -2.811  N58 1.000
64 N 2.140 2.119 5.468  C65 1.369, H68 1.005, H69 1.003
65 C 2.431 3.074 4.532  N64 1.369, N66 1.362, O67 1.221
66 N 2.345 4.355 4.986  C65 1.362, H70 1.003, H71 1.008
67 O 2.747 2.791 3.387  C65 1.221
68 H 1.879 2.333 6.415  N64 1.005
69 H 2.191 1.161 5.177  N64 1.003
70 H 2.553 5.092 4.338  N66 1.003
71 H 2.083 4.583 5.932  N66 1.008
72 N -6.213 5.358 -4.327  C73 1.360, H76 1.005, H77 1.003
73 C -5.113 5.851 -3.699  N72 1.360, N74 1.367, O75 1.224
74 N -4.960 7.207 -3.782  C73 1.367, H78 1.003, H79 1.003
75 O -4.323 5.132 -3.102  C73 1.224
76 H -6.873 5.927 -4.828  N72 1.005
77 H -6.357 4.366 -4.287  N72 1.003
78 H -4.162 7.610 -3.328  N74 1.003
79 H -5.599 7.804 -4.272  N74 1.003
80 N -7.844 3.683 -8.689  C81 1.362, H84 1.006, H85 1.003
81 C -7.020 4.294 -7.794  N80 1.362, N82 1.367, O83 1.221
82 N -5.830 3.655 -7.589  C81 1.367, H86 1.004, H87 1.005
83 O -7.315 5.328 -7.215  C81 1.221
84 H -7.605 2.831 -9.166  N80 1.006
85 H -8.730 4.118 -8.870  N80 1.003
86 H -5.187 4.067 -6.938  N82 1.004
87 H -5.579 2.805 -8.065  N82 1.005
88 N 4.171 4.872 8.017  C89 1.358, H92 1.002, H93 1.004
89 C 3.018 5.050 8.711  N88 1.358, N90 1.364, O91 1.227
90 N 3.173 5.268 10.048  C89 1.364, H94 1.003, H95 1.002
91 O 1.914 5.012 8.178  C89 1.227
92 H 5.080 4.886 8.439  N88 1.002
93 H 4.094 4.707 7.029  N88 1.004
94 H 2.342 5.401 10.592  N90 1.003
95 H 4.067 5.297 10.500  N90 1.002
96 N 3.609 1.668 -5.950  C97 1.368, H100 1.002, H101 1.003
97 C 3.504 0.693 -4.996  N96 1.368, N98 1.368, O99 1.218
98 N 4.536 -0.205 -4.973  C97 1.368, H102 1.003, H103 1.002
99 O 2.565 0.629 -4.223  C97 1.218
100 H 4.375 1.734 -6.591  N96 1.002
101 H 2.870 2.345 -5.995  N96 1.003
102 H 4.494 -0.935 -4.286  N98 1.003
103 H 5.316 -0.167 -5.600  N98 1.002
104 N 5.243 1.327 7.011  C105 1.364, H108 1.002, H109 1.005
105 C 6.194 1.797 7.867  N104 1.364, N106 1.367, O107 1.220
106 N 7.353 1.073 7.899  C105 1.367, H110 1.003, H111 1.002
107 O 6.024 2.790 8.556  C105 1.220
108 H 5.368 0.513 6.440  N104 1.002
109 H 4.375 1.831 6.957  N104 1.005
110 H 8.076 1.390 8.518  N106 1.003
111 H 7.508 0.256 7.341  N106 1.002
112 N -5.015 -1.494 -8.419  C113 1.363, H116 1.002, H117 1.003
113 C -5.642 -0.294 -8.258  N112 1.363, N114 1.364, O115 1.222
114 N -5.608 0.221 -6.995  C113 1.364, H118 1.004, H119 1.002
115 O -6.197 0.292 -9.175  C113 1.222
116 H -4.557 -1.982 -7.673  N112 1.002
117 H -5.023 -1.896 -9.338  N112 1.003
118 H -6.071 1.102 -6.862  N114 1.004
119 H -5.162 -0.224 -6.216  N114 1.002
120 N -8.579 6.424 -1.332  C121 1.369, H124 1.003, H125 1.003
121 C -8.619 5.460 -0.360  N120 1.369, N122 1.368, O123 1.216
122 N -7.550 4.606 -0.359  C121 1.368, H126 1.003, H127 1.004
123 O -9.533 5.373 0.437  C121 1.216
124 H -7.830 6.504 -1.994  N120 1.003
125 H -9.341 7.073 -1.369  N120 1.003
126 H -7.541 3.886 0.338  N122 1.003
127 H -6.790 4.670 -1.011  N122 1.004
128 N -1.907 -9.915 -1.943  C129 1.369, H132 1.002, H133 1.003
129 C -1.736 -9.545 -3.249  N128 1.369, N130 1.368, O131 1.217
130 N -1.238 -8.284 -3.426  C129 1.368, H134 1.003, H135 1.004
131 O -2.007 -10.281 -4.180  C129 1.217
132 H -1.691 -9.319 -1.167  N128 1.002
133 H -2.272 -10.833 -1.770  N128 1.003
134 H -1.101 -7.973 -4.369  N130 1.003
135 H -1.011 -7.666 -2.668  N130 1.004

Properties
LUMO energy   0.2 eV
Structure (SMILES)   CCCO[C@@]1(C(F)(F)C(F)(F)F)[C@@](CB(O)O)(C[C@@H](C)Cl)C(=O)N[C@]1(COO)B(N)O.NC(N)=O.NC(N)=O.NC(N)=O.NC(N)=O.NC(N)=O.NC(N)=O.NC(N)=O.NC(N)=O.NC(N)=O.NC(N)=O
Largest force on an atom   2.52 eV/A
Orbital gap   9.433 eV

Here are the Mulliken charges for atoms 1 to 8, given in e: atom 1 (C): -1.468, atom 2 (C): -0.632, atom 3 (C): 0.003, atom 4 (O): -0.307, atom 5 (C): 0.516, atom 6 (C): 0.509, atom 7 (F): -0.277, atom 8 (F): -0.350